No. 1
DFT (ωB97M-V/def2-TZVPD) results for C37H37AsIN4O3PTi as an isolated structure in a non-equilibrium geometry.

Values from the calculation:
- E_HOMO (spin up / spin down): -2.9 / -5.7 eV
- Molar mass: 866.395 g/mol
- HOMO-LUMO gap (spin up / spin down): 5.27 / 8.01 eV
- LUMO level (spin up / spin down): 2.32 / 2.32 eV

Structure (ORCA input):
```
! RIJCOSX wB97M-V def2-TZVPD def2/J DEFGRID3
* xyz -1 2
Ti 1.238 0.446 -0.241
O 5.124 1.016 -0.472
C 3.921 1.086 -0.697
O 3.064 0.147 -0.319
C 3.261 2.172 -1.401
C 3.992 3.154 -2.070
C 3.333 4.131 -2.761
C 1.901 4.131 -2.763
C 1.170 5.121 -3.432
C -0.210 5.131 -3.417
C -0.888 4.117 -2.748
C -0.195 3.117 -2.094
C 1.211 3.101 -2.063
N 1.889 2.116 -1.385
H 5.071 3.102 -2.022
H 3.864 4.900 -3.308
H 1.724 5.885 -3.967
H -0.760 5.917 -3.919
H -1.972 4.104 -2.741
H -0.736 2.321 -1.602
C -4.457 -1.619 1.255
C -3.252 -2.453 1.622
C -3.525 -3.612 2.351
C -2.534 -4.485 2.764
C -1.215 -4.208 2.450
C -0.919 -3.062 1.734
C -1.909 -2.172 1.303
P -1.196 -0.744 0.353
C -2.374 0.621 0.726
C -3.014 1.318 -0.297
C -3.794 2.431 -0.027
C -3.920 2.879 1.278
C -3.255 2.216 2.298
C -2.468 1.097 2.046
C -1.728 0.450 3.189
C -1.668 -1.225 -1.360
C -2.777 -2.024 -1.652
C -3.150 -2.278 -2.959
C -2.397 -1.752 -4.001
C -1.261 -1.020 -3.717
C -0.859 -0.755 -2.402
C 0.427 -0.009 -2.176
H -5.333 -2.263 1.171
H -4.338 -1.080 0.322
H -4.659 -0.879 2.033
H -4.558 -3.831 2.597
H -2.793 -5.379 3.318
H -0.423 -4.876 2.766
H 0.108 -2.823 1.489
H -2.921 0.968 -1.319
H -4.302 2.948 -0.832
H -4.525 3.749 1.500
H -3.325 2.596 3.312
H -1.642 1.146 4.023
H -0.721 0.141 2.891
H -2.247 -0.443 3.544
H -3.353 -2.463 -0.853
H -4.023 -2.888 -3.161
H -2.689 -1.933 -5.028
H -0.642 -0.658 -4.530
H 0.457 0.802 -2.905
H 1.234 -0.689 -2.488
N 1.206 -1.910 -0.262
C 1.714 -2.736 -0.931
N 2.133 -3.691 -1.643
C 3.322 -4.140 -1.930
N 4.340 -4.615 -2.224
I 2.092 3.004 1.781
C 0.372 2.012 0.909
H -0.172 1.695 1.793
H -0.172 2.835 0.449
C 4.145 -2.250 0.889
As 3.084 -1.044 1.993
C 4.402 0.174 2.723
C 2.753 -2.270 3.486
O 1.616 -0.282 1.794
H 5.078 -2.369 1.440
H 4.360 -1.822 -0.083
H 3.667 -3.220 0.779
H 5.184 -0.413 3.206
H 3.926 0.835 3.443
H 4.838 0.758 1.914
H 3.693 -2.642 3.894
H 2.165 -3.110 3.116
H 2.191 -1.757 4.264
*
```

No. 2
DFT (ωB97M-V/def2-TZVPD) results for C60H60N11O2P4SSe2W as an isolated structure in a non-equilibrium geometry.

Values from the calculation:
- E_HOMO (spin up / spin down): -10.8 / -10.7 eV
- Molar mass: 1464.938 g/mol
- HOMO-LUMO gap (spin up / spin down): 5.87 / 5.66 eV
- LUMO level (spin up / spin down): -4.96 / -5.07 eV

Structure (ORCA input):
```
! RIJCOSX wB97M-V def2-TZVPD def2/J DEFGRID3
* xyz 2 2
W 0.587 0.293 0.876
O 2.885 1.170 1.058
N 3.173 2.464 1.201
C 4.284 2.954 0.605
C 4.637 4.266 0.729
C 3.815 5.110 1.484
C 2.681 4.599 2.060
C 2.335 3.246 1.913
S 0.909 2.552 2.547
H 4.858 2.241 0.034
H 5.532 4.627 0.237
H 4.064 6.159 1.598
H 2.003 5.221 2.630
Se 3.480 -0.031 -5.685
P 1.603 -0.828 -5.198
C 1.414 -2.612 -5.398
C 2.324 -3.295 -6.193
C 2.128 -4.648 -6.462
C 1.028 -5.311 -5.938
C 0.121 -4.630 -5.131
C 0.312 -3.284 -4.864
C 0.227 -0.064 -6.097
C 0.241 1.326 -6.226
C -0.765 1.981 -6.921
C -1.787 1.247 -7.511
C -1.792 -0.139 -7.413
C -0.789 -0.798 -6.711
C 1.278 -0.651 -3.404
C 0.854 0.342 -2.511
N 1.090 -0.123 -1.261
N 1.614 -1.332 -1.397
N 1.718 -1.678 -2.656
P 0.486 2.087 -2.591
Se 0.520 2.812 -0.560
C 1.793 2.897 -3.516
C 3.090 2.679 -3.053
C 4.155 3.285 -3.693
C 3.930 4.111 -4.791
C 2.638 4.338 -5.241
C 1.564 3.730 -4.604
C -1.121 2.286 -3.353
C -1.899 1.166 -3.638
C -3.201 1.331 -4.094
C -3.718 2.609 -4.271
C -2.940 3.729 -3.989
C -1.644 3.572 -3.517
H 3.181 -2.767 -6.595
H 2.837 -5.180 -7.087
H 0.871 -6.361 -6.159
H -0.738 -5.149 -4.720
H -0.397 -2.752 -4.237
H 1.075 1.884 -5.814
H -0.744 3.062 -7.017
H -2.568 1.753 -8.068
H -2.572 -0.714 -7.898
H -0.797 -1.878 -6.662
H 3.255 2.035 -2.195
H 5.167 3.105 -3.351
H 4.767 4.572 -5.303
H 2.464 4.983 -6.094
H 0.556 3.901 -4.967
H -1.480 0.170 -3.533
H -3.807 0.461 -4.326
H -4.733 2.736 -4.630
H -3.346 4.724 -4.130
H -1.050 4.444 -3.257
C -8.426 -0.368 11.236
O -8.667 0.167 9.935
C -7.653 0.156 9.058
C -7.912 0.752 7.826
C -6.929 0.795 6.865
C -5.666 0.246 7.100
C -5.420 -0.352 8.329
C -6.401 -0.404 9.308
C -4.598 0.297 6.094
N -3.359 -0.119 6.254
C -2.741 0.127 5.057
C -3.596 0.694 4.152
N -4.787 0.793 4.829
C -3.228 1.027 2.812
C -4.061 1.603 1.843
C -3.572 1.786 0.581
C -2.261 1.410 0.280
N -1.434 0.911 1.188
C -1.915 0.726 2.446
C -1.010 0.112 3.379
N 0.231 -0.179 2.905
C 1.120 -0.667 3.756
C 0.828 -0.941 5.092
C -0.433 -0.699 5.566
C -1.387 -0.163 4.694
H -9.335 -0.199 11.802
H -7.595 0.145 11.722
H -8.223 -1.440 11.187
H -8.894 1.177 7.650
H -7.161 1.276 5.920
H -4.443 -0.783 8.516
H -6.187 -0.883 10.255
H -5.648 1.170 4.475
H -5.081 1.890 2.083
H -4.181 2.220 -0.202
H -1.872 1.517 -0.715
H 2.106 -0.811 3.352
H 1.605 -1.328 5.741
H -0.704 -0.894 6.601
C 5.421 -3.554 1.448
N 5.663 -2.074 1.782
C 6.387 -1.430 0.588
N 5.638 -1.607 -0.603
C 5.418 -3.033 -0.872
N 4.698 -3.676 0.232
C 3.297 -3.208 0.327
P 3.131 -1.362 0.614
C 4.356 -1.367 2.058
C 4.393 -0.824 -0.651
H 4.866 -3.978 2.282
H 6.401 -4.019 1.378
H 6.267 -2.015 2.599
H 7.352 -1.925 0.520
H 6.522 -0.378 0.829
H 6.381 -3.526 -1.008
H 4.836 -3.135 -1.785
H 2.803 -3.749 1.135
H 2.791 -3.452 -0.606
H 3.903 -1.863 2.917
H 4.571 -0.335 2.327
H 4.612 0.222 -0.468
H 3.967 -0.910 -1.648
C -2.405 -1.950 1.284
P -0.774 -1.837 0.463
C -0.022 -3.397 1.037
C -1.263 -2.257 -1.240
H -2.848 -2.904 1.005
H -3.069 -1.147 0.961
H -2.311 -1.919 2.372
H -0.785 -4.173 1.083
H 0.418 -3.274 2.029
H 0.747 -3.705 0.331
H -1.866 -3.166 -1.207
H -0.395 -2.430 -1.869
H -1.862 -1.448 -1.663
*
```

Energy relative to the best compared isomer or geometry (same formula, charge and spin) across the listed records, respectively: 34.8; 164.2 kJ/mol.